No. 1
DFT (wB97M-V/def2-TZVPD) results for C11H16 in the gas phase in a non-equilibrium geometry.

As for the SMILES: CC/C=C/[C@@H]1C=CCC=CC1. The value obtained for the energy above the lowest of the compared OMol25 structures with the same formula, charge and spin is 46.0 kJ/mol. The value obtained for the HOMO energy is -8.8 eV. The calculation puts the total energy at -428.6571 a.u.

Structure (ORCA input):
```
! wB97M-V def2-TZVPD RIJCOSX def2/J DEFGRID3
* xyz 0 1
C -2.31 1.75 3.46
C -1.90 0.36 2.97
C -1.07 0.55 1.74
C 0.04 -0.16 1.38
C 0.84 0.19 0.17
C 0.94 -1.01 -0.71
C 1.45 -0.84 -1.97
C 1.91 0.50 -2.52
C 2.91 1.29 -1.74
C 3.07 1.28 -0.34
C 2.19 0.63 0.69
H -1.40 2.29 3.67
H -2.91 1.60 4.37
H -2.87 2.35 2.75
H -1.30 -0.20 3.72
H -2.79 -0.21 2.66
H -1.30 1.40 1.13
H 0.39 -0.98 2.00
H 0.38 1.03 -0.36
H 0.72 -1.97 -0.29
H 1.58 -1.75 -2.54
H 2.33 0.31 -3.49
H 1.06 1.12 -2.70
H 3.59 1.84 -2.41
H 3.89 1.85 0.02
H 2.79 -0.22 1.09
H 2.06 1.31 1.55
*
```

---

No. 2
DFT (wB97M-V/def2-TZVPD) results for a molecular structure, C11H16AsHgN3OS in a non-equilibrium geometry.

The value obtained for the HOMO energy (alpha / beta) is -2.7 / -4.0 eV. The calculation puts the total energy at -3455.5985 a.u.

Structure (ORCA input):
```
! wB97M-V def2-TZVPD RIJCOSX def2/J DEFGRID3
* xyz -1 2
Hg -0.40 -2.02 -0.51
N -4.66 -1.06 1.65
C -3.39 -1.14 1.10
S -3.34 -1.39 -0.60
N -2.40 -1.05 1.92
N -1.15 -1.00 1.39
C -0.21 -1.01 2.27
C 1.19 -1.00 1.99
C 2.07 -1.13 3.08
C 3.43 -1.24 2.93
C 3.98 -1.19 1.64
C 3.17 -1.01 0.55
C 1.73 -0.92 0.65
O 1.02 -0.78 -0.38
H -5.37 -1.52 1.09
H -4.72 -1.20 2.65
H -0.49 -1.01 3.33
H 1.63 -1.18 4.08
H 4.08 -1.36 3.79
H 5.05 -1.29 1.51
H 3.58 -0.94 -0.45
C 0.80 1.77 -3.81
As 0.03 0.97 -2.16
C -0.01 2.63 -1.12
C -1.83 1.10 -2.78
H 0.27 2.69 -4.07
H 0.71 1.07 -4.63
H 1.86 2.00 -3.67
H -0.49 3.43 -1.69
H 1.00 2.94 -0.85
H -0.57 2.45 -0.20
H -1.99 2.04 -3.32
H -2.51 1.06 -1.93
H -2.08 0.27 -3.44
*
```

---

No. 3
DFT (wB97M-V/def2-TZVPD) results for a molecular structure, C11H16BClN6Pd in a non-equilibrium geometry.

The value obtained for the energy above the lowest of the compared OMol25 structures with the same formula, charge and spin is 28.3 kJ/mol. The value obtained for the HOMO energy (alpha / beta) is -15.2 / -15.4 eV. The calculation puts the total energy at -1369.4337 a.u.

Structure (ORCA input):
```
! wB97M-V def2-TZVPD RIJCOSX def2/J DEFGRID3
* xyz 2 5
H 0.30 -0.66 3.81
N -0.57 -1.60 2.19
B -1.49 -3.33 0.52
N -0.97 -2.92 1.93
C -0.93 -3.62 3.10
Pd -1.02 0.42 1.48
H -1.23 -4.66 3.15
C -0.47 -2.77 4.11
H -0.39 -2.96 5.17
C -0.17 -1.56 3.47
H -2.01 -4.40 0.54
C 1.69 2.20 -3.09
H 1.45 3.16 -3.57
H 0.86 1.91 -2.42
H 1.81 1.45 -3.88
N -0.32 -3.35 -0.55
N -2.49 -2.20 0.11
N 0.31 -2.14 -0.70
N -2.21 -0.82 0.19
C 0.23 -4.24 -1.41
C -3.73 -2.35 -0.41
H -0.11 -5.25 -1.47
H -4.15 -3.34 -0.54
C 1.25 -3.57 -2.13
C -4.26 -1.08 -0.70
C 1.24 -2.25 -1.63
C -3.22 -0.17 -0.40
H 1.89 -3.95 -2.88
H -5.24 -0.84 -1.05
H 1.88 -1.41 -1.89
H -3.13 0.88 -0.59
H 2.60 2.31 -2.56
Cl -1.14 3.16 -0.05
C -0.62 2.35 1.40
H 0.46 2.48 1.51
H -1.23 2.74 2.23
*
```

---

No. 4
DFT (wB97M-V/def2-TZVPD) results for C11H16BNO2 in the gas phase in a non-equilibrium geometry.

As for the SMILES: C[C@H]1CCCN1OB(O)c1ccccc1. The value obtained for the energy above the lowest of the compared OMol25 structures with the same formula, charge and spin is 132.7 kJ/mol. The value obtained for the HOMO energy is -8.9 eV. The calculation puts the total energy at -658.8240 a.u.

Structure (ORCA input):
```
! wB97M-V def2-TZVPD RIJCOSX def2/J DEFGRID3
* xyz 0 1
C -2.01 0.88 2.02
C -0.76 -0.08 2.28
C -0.92 -0.93 3.57
C 0.03 -2.09 3.20
C 0.21 -2.05 1.68
N -0.72 -1.09 1.26
O -0.29 -0.42 0.06
B 0.62 -0.71 -0.93
O 1.45 -1.77 -1.04
C 0.73 0.45 -2.08
C 1.93 0.85 -2.75
C 1.93 1.84 -3.72
C 0.72 2.44 -4.15
C -0.47 2.05 -3.60
C -0.41 1.08 -2.55
H -1.70 1.48 1.19
H -2.03 1.51 2.93
H -2.76 0.09 1.77
H 0.18 0.58 2.34
H -1.83 -1.28 3.79
H -0.74 -0.32 4.42
H 1.01 -1.89 3.66
H -0.40 -2.94 3.55
H 1.17 -1.65 1.36
H 0.00 -3.01 1.22
H 1.44 -2.14 -1.93
H 2.82 0.42 -2.34
H 2.77 2.19 -4.26
H 0.77 3.25 -4.89
H -1.40 2.62 -3.82
H -1.32 0.62 -2.25
*
```

---

No. 5
DFT (wB97M-V/def2-TZVPD) results for a molecular structure, C11H16BrN6OPdS in a non-equilibrium geometry.

The value obtained for the HOMO energy (alpha / beta) is 1.2 / -2.0 eV. The calculation puts the total energy at -3932.4969 a.u.

Structure (ORCA input):
```
! wB97M-V def2-TZVPD RIJCOSX def2/J DEFGRID3
* xyz -2 4
Pd -0.09 -1.17 0.96
O 0.57 -1.96 2.77
N 0.74 -0.86 3.56
C 0.21 -0.94 4.77
C 0.13 0.19 5.58
C 0.65 1.41 5.12
C 1.43 1.39 3.94
C 1.41 0.26 3.09
S 1.88 0.06 1.50
H -0.22 -1.88 5.09
H -0.50 0.13 6.45
H 0.49 2.38 5.57
H 1.99 2.19 3.57
Br -1.99 -2.90 0.71
C 1.45 -1.90 -3.60
C 0.23 -1.11 -3.04
C -1.05 -1.94 -3.17
C 0.09 0.24 -3.71
N 0.63 -0.99 -1.60
N -0.43 -0.45 -0.86
H 1.54 -2.06 -4.68
H 1.51 -2.89 -3.17
H 2.35 -1.35 -3.25
H -0.99 -2.37 -4.17
H -1.95 -1.38 -3.02
H -0.95 -2.76 -2.41
H -0.42 0.18 -4.67
H 1.08 0.68 -3.79
H -0.53 0.97 -3.15
H 1.48 -0.43 -1.52
H -1.30 -1.02 -1.00
H -0.55 0.55 -0.90
N -1.37 2.03 -1.28
C -1.83 2.92 -0.66
N -2.44 3.90 -0.13
C -1.84 4.94 0.30
N -1.44 5.94 0.79
*
```

---

No. 6
DFT (wB97M-V/def2-TZVPD) results for C11H16F6N2O4SSi in the gas phase in a non-equilibrium geometry.

As for the SMILES: [H]/N=C(\C)C[Si@]([C@H](C)F)(N(C(C)=O)C(C)=O)S(=O)(=O)C(F)(F)C(F)(F)F. The value obtained for the HOMO energy is -10.3 eV. The calculation puts the total energy at -2125.9691 a.u.

Structure (ORCA input):
```
! wB97M-V def2-TZVPD RIJCOSX def2/J DEFGRID3
* xyz 0 1
H 4.09 0.27 -1.14
N 3.19 0.15 -0.64
C 2.54 -0.75 -1.32
C 3.28 -1.40 -2.61
C 1.09 -1.32 -0.99
Si -0.07 -0.11 -0.09
C -0.13 1.66 -0.88
C -0.79 1.67 -2.34
F 1.15 2.30 -0.94
N 0.15 0.02 1.67
C 1.36 0.77 2.07
C 1.18 2.38 2.20
O 2.48 0.28 2.34
C 0.01 -1.26 2.40
C 0.94 -2.54 2.27
O -0.93 -1.33 3.25
S -2.11 -0.92 -0.37
O -2.04 -2.34 0.18
O -2.43 -1.05 -1.83
C -3.41 -0.04 0.64
F -2.90 0.48 1.87
F -4.42 -0.97 1.04
C -4.14 1.19 -0.08
F -5.33 1.44 0.66
F -3.40 2.41 0.01
F -4.56 0.94 -1.40
H 2.62 -2.19 -3.13
H 3.66 -0.62 -3.34
H 4.17 -2.01 -2.18
H 0.59 -1.55 -2.01
H 1.23 -2.33 -0.49
H -0.79 2.32 -0.19
H -0.50 2.57 -2.97
H -1.94 1.62 -2.19
H -0.53 0.72 -2.94
H 2.05 2.95 1.74
H 1.14 2.62 3.32
H 0.16 2.71 1.78
H 1.17 -2.99 3.30
H 0.30 -3.35 1.74
H 1.86 -2.40 1.62
*
```

---

No. 7
DFT (wB97M-V/def2-TZVPD) results for a molecular structure, C11H16Hg2NO11S2 in a non-equilibrium geometry.

The value obtained for the HOMO energy is -18.1 eV. The calculation puts the total energy at -2412.7661 a.u.

Structure (ORCA input):
```
! wB97M-V def2-TZVPD RIJCOSX def2/J DEFGRID3
* xyz 3 1
Hg 4.14 4.85 0.48
Hg 1.77 4.39 2.51
C 1.29 2.79 -0.34
O 2.25 3.33 0.53
H 1.25 1.70 -0.38
H 0.29 3.16 -0.06
H 1.43 3.15 -1.37
C -2.35 1.86 0.09
C -3.11 1.54 -1.19
O -4.25 2.36 -1.09
S -4.71 2.52 0.43
O -5.77 1.65 0.74
O -4.83 3.90 0.71
O -3.38 1.89 1.05
H -1.93 2.87 -0.02
H -1.47 1.23 0.21
H -3.43 0.47 -1.28
H -2.59 1.82 -2.11
C 3.92 -0.22 1.54
C 5.35 -0.41 0.97
O 5.22 -1.35 -0.10
S 3.95 -2.26 0.07
O 4.23 -3.33 0.95
O 3.29 -2.49 -1.16
O 3.09 -1.15 0.83
H 3.47 0.73 1.24
H 3.94 -0.40 2.61
H 6.00 -0.80 1.75
H 5.75 0.52 0.56
C -1.76 -1.55 -2.27
C -0.63 -1.37 -1.52
C -0.50 -2.09 -0.32
C -1.60 -2.89 0.18
C -2.81 -2.91 -0.44
C -2.92 -2.24 -1.69
N -1.38 -3.63 1.42
O -0.20 -3.77 1.70
O -2.33 -4.05 2.02
H -1.88 -1.13 -3.27
H 0.19 -0.81 -1.94
H 0.41 -1.97 0.25
H -3.60 -3.53 -0.04
H -3.83 -2.40 -2.25
*
```

---

No. 8
DFT (wB97M-V/def2-TZVPD) results for a molecular structure, C11H16INO4ReS4.

The value obtained for the HOMO energy (alpha / beta) is -15.1 / -15.1 eV. The calculation puts the total energy at -2752.6345 a.u.

Structure (ORCA input):
```
! wB97M-V def2-TZVPD RIJCOSX def2/J DEFGRID3
* xyz 2 4
Re -0.56 0.36 0.50
C 2.14 -1.00 -0.95
C 1.15 -2.14 -1.14
S -0.62 -1.71 -0.91
C -1.19 -2.95 0.29
C -0.43 -2.89 1.60
S -0.57 -1.24 2.34
C 1.11 -0.92 2.98
C 2.21 -1.01 1.93
S 1.89 0.07 0.50
H 2.10 -0.30 -1.79
H 3.15 -1.38 -0.90
H 1.36 -2.98 -0.48
H 1.23 -2.51 -2.17
H -1.10 -3.93 -0.18
H -2.25 -2.74 0.41
H 0.61 -3.16 1.48
H -0.87 -3.59 2.32
H 1.29 -1.62 3.80
H 1.03 0.08 3.41
H 2.35 -2.02 1.56
H 3.15 -0.68 2.37
I 0.53 4.16 0.48
C -0.25 3.12 -1.14
C -0.44 3.90 -2.27
C -0.80 3.34 -3.47
C -0.97 1.96 -3.52
C -0.79 1.24 -2.38
N -0.44 1.78 -1.17
H -0.27 4.97 -2.20
H -0.94 3.95 -4.35
H -1.25 1.45 -4.43
H -0.96 0.18 -2.41
O -2.82 2.99 1.90
S -2.24 1.72 2.09
O -2.46 0.95 3.26
O -2.45 0.79 0.79
O -0.63 1.76 1.84
*
```